{
  "formula": "C87H123N17O4P",
  "method": "the ωB97M-V functional and the def2-TZVPD basis",
  "symbols": ["P", "O", "O", "O", "O", "C", "C", "C", "N", "C", "C", "C", "C", "C", "C", "H", "H", "H", "H", "H", "H", "H", "H", "H", "H", "H", "H", "H", "H", "H", "H", "H", "H", "H", "H", "C", "N", "C", "C", "C", "C", "C", "C", "C", "C", "N", "C", "C", "C", "H", "H", "H", "H", "H", "H", "H", "H", "H", "H", "H", "H", "H", "H", "C", "N", "C", "C", "C", "C", "C", "C", "C", "C", "N", "C", "C", "C", "H", "H", "H", "H", "H", "H", "H", "H", "H", "H", "H", "H", "H", "H", "C", "N", "C", "C", "C", "C", "C", "C", "C", "C", "N", "C", "C", "C", "H", "H", "H", "H", "H", "H", "H", "H", "H", "H", "H", "H", "H", "H", "C", "N", "C", "C", "C", "C", "C", "C", "C", "C", "N", "C", "C", "C", "H", "H", "H", "H", "H", "H", "H", "H", "H", "H", "H", "H", "H", "H", "C", "N", "C", "C", "C", "C", "C", "C", "C", "C", "N", "C", "C", "C", "H", "H", "H", "H", "H", "H", "H", "H", "H", "H", "H", "H", "H", "H", "C", "C", "N", "C", "C", "N", "C", "C", "H", "H", "H", "H", "H", "H", "H", "H", "H", "H", "H", "C", "C", "N", "C", "C", "N", "C", "C", "H", "H", "H", "H", "H", "H", "H", "H", "H", "H", "H", "C", "C", "N", "C", "C", "N", "C", "C", "H", "H", "H", "H", "H", "H", "H", "H", "H", "H", "H"],
  "positions_angstrom": [[0.165, 0.438, -0.537], [-0.403, -0.308, 0.755], [1.731, 0.136, -0.598], [-0.140, 1.965, -0.499], [-0.482, -0.079, -1.843], [1.511, 6.350, -1.481], [0.502, 5.660, -0.649], [-0.976, 6.087, -0.824], [-1.884, 5.939, 0.427], [-3.143, 6.884, 0.203], [-4.359, 6.542, 1.195], [-4.602, 5.043, 1.285], [-3.319, 4.291, 1.574], [-2.250, 4.449, 0.484], [-1.205, 6.318, 1.782], [1.279, 7.365, -1.804], [1.602, 5.901, -2.471], [2.538, 6.432, -1.127], [0.883, 5.730, 0.370], [0.687, 4.598, -0.812], [-1.423, 5.636, -1.710], [-0.868, 7.158, -0.997], [-3.451, 6.526, -0.780], [-2.757, 7.903, 0.210], [-5.293, 7.080, 1.034], [-4.142, 6.764, 2.240], [-5.043, 4.676, 0.358], [-5.486, 4.899, 1.906], [-3.473, 3.228, 1.760], [-3.098, 4.682, 2.566], [-2.818, 4.235, -0.421], [-1.341, 3.847, 0.499], [-1.987, 6.573, 2.497], [-0.522, 7.126, 1.519], [-0.588, 5.487, 2.124], [-3.270, 1.332, -1.079], [-4.049, 0.044, -0.874], [-5.339, -0.034, -1.236], [-6.049, -1.247, -1.167], [-5.338, -2.370, -0.726], [-4.023, -2.269, -0.383], [-3.390, -1.068, -0.431], [-6.020, -3.741, -0.765], [-5.433, -4.855, -0.068], [-5.881, -6.105, -0.311], [-7.012, -6.301, -1.000], [-7.738, -5.263, -1.526], [-7.248, -3.937, -1.474], [-7.514, -7.645, -1.201], [-2.501, 0.994, -1.774], [-2.758, 1.593, -0.152], [-3.801, 2.078, -1.670], [-5.871, 0.904, -1.294], [-7.122, -1.363, -1.207], [-3.436, -3.140, -0.130], [-2.314, -0.972, -0.442], [-4.595, -4.734, 0.603], [-5.342, -6.899, 0.184], [-8.502, -5.517, -2.245], [-7.675, -3.218, -2.158], [-6.983, -8.237, -0.455], [-7.115, -7.959, -2.166], [-8.550, -7.893, -0.971], [3.057, 2.877, -1.513], [4.300, 2.340, -1.038], [4.351, 1.552, 0.027], [5.590, 1.095, 0.531], [6.756, 1.430, -0.172], [6.590, 2.150, -1.376], [5.356, 2.663, -1.801], [8.062, 1.008, 0.467], [9.272, 0.881, -0.147], [10.505, 0.474, 0.488], [10.521, 0.271, 1.864], [9.405, 0.418, 2.604], [8.159, 0.750, 1.924], [11.802, 0.011, 2.599], [2.375, 2.776, -0.669], [2.582, 2.332, -2.329], [3.061, 3.948, -1.712], [3.396, 1.234, 0.421], [5.636, 0.267, 1.223], [7.497, 2.258, -1.952], [5.168, 3.220, -2.707], [9.332, 1.032, -1.215], [11.499, 0.407, 0.070], [9.428, 0.175, 3.656], [7.309, 0.902, 2.573], [12.139, 0.993, 2.931], [12.510, -0.509, 1.953], [11.787, -0.684, 3.439], [1.710, -2.607, -5.275], [1.552, -3.138, -3.888], [0.961, -2.358, -2.980], [0.914, -2.711, -1.640], [1.395, -3.914, -1.198], [1.827, -4.783, -2.192], [1.860, -4.437, -3.541], [1.512, -4.212, 0.255], [1.832, -3.201, 1.228], [2.100, -3.473, 2.563], [1.981, -4.768, 3.004], [1.544, -5.772, 2.148], [1.348, -5.487, 0.766], [2.230, -5.147, 4.414], [0.756, -2.473, -5.785], [2.259, -3.384, -5.807], [2.326, -1.714, -5.178], [0.751, -1.349, -3.304], [0.408, -2.032, -0.969], [2.246, -5.745, -1.935], [2.240, -4.980, -4.393], [1.778, -2.164, 0.932], [2.421, -2.752, 3.300], [1.299, -6.762, 2.506], [1.046, -6.267, 0.082], [2.453, -6.212, 4.478], [1.284, -4.970, 4.925], [2.990, -4.519, 4.880], [-1.344, -2.759, 2.387], [-2.567, -2.550, 3.062], [-3.169, -1.318, 2.933], [-4.355, -1.052, 3.587], [-4.983, -2.060, 4.337], [-4.358, -3.314, 4.381], [-3.223, -3.569, 3.728], [-6.216, -1.855, 5.237], [-6.236, -2.408, 6.548], [-7.333, -2.243, 7.372], [-8.468, -1.612, 6.864], [-8.444, -1.079, 5.598], [-7.350, -1.213, 4.749], [-9.701, -1.433, 7.772], [-0.668, -3.479, 2.848], [-0.757, -1.851, 2.525], [-1.487, -2.928, 1.320], [-2.712, -0.636, 2.230], [-4.880, -0.118, 3.447], [-4.890, -4.076, 4.930], [-2.608, -4.456, 3.758], [-5.334, -2.839, 6.956], [-7.355, -2.580, 8.398], [-9.334, -0.510, 5.374], [-7.316, -0.541, 3.904], [-10.696, -1.565, 7.346], [-9.657, -0.374, 8.027], [-9.631, -2.033, 8.679], [8.516, 0.581, 7.376], [7.474, 0.732, 6.349], [7.090, 2.006, 6.025], [5.913, 2.116, 5.320], [5.207, 1.074, 4.888], [5.612, -0.191, 5.228], [6.826, -0.387, 5.818], [3.926, 1.293, 4.269], [3.398, 0.593, 3.194], [2.115, 0.961, 2.703], [1.374, 1.969, 3.315], [1.807, 2.611, 4.363], [3.031, 2.209, 4.941], [0.276, 2.498, 2.529], [9.506, 1.016, 7.238], [8.636, -0.462, 7.670], [8.015, 1.079, 8.206], [7.757, 2.756, 6.422], [5.482, 3.080, 5.096], [4.888, -0.939, 4.939], [7.105, -1.378, 6.143], [3.952, -0.047, 2.523], [1.701, 0.538, 1.800], [1.001, 3.222, 4.741], [3.347, 2.762, 5.814], [-0.058, 1.628, 1.964], [0.693, 3.242, 1.851], [-0.497, 2.962, 3.142], [-1.955, -4.018, -4.691], [-2.583, -3.228, -3.587], [-3.610, -2.187, -3.937], [-3.380, -0.819, -4.047], [-4.554, -0.258, -4.393], [-5.540, -1.212, -4.579], [-4.935, -2.470, -4.247], [-7.038, -1.031, -4.678], [-2.828, -4.458, -5.174], [-1.407, -4.847, -4.243], [-1.465, -3.522, -5.529], [-1.775, -2.788, -3.002], [-3.064, -3.908, -2.884], [-2.416, -0.374, -3.850], [-4.692, 0.812, -4.436], [-5.474, -3.395, -4.106], [-7.542, -1.908, -5.082], [-7.259, -0.343, -5.493], [-7.535, -0.541, -3.841], [6.645, 1.788, -5.444], [6.504, 0.249, -5.464], [5.598, -0.166, -4.363], [4.315, 0.279, -4.241], [3.836, -0.185, -3.004], [4.752, -1.124, -2.457], [5.925, -1.054, -3.284], [4.425, -2.068, -1.464], [7.209, 2.063, -4.552], [5.820, 2.497, -5.505], [7.274, 2.185, -6.241], [7.487, -0.198, -5.314], [6.036, -0.099, -6.384], [3.930, 0.940, -5.003], [2.836, -0.077, -2.611], [6.792, -1.680, -3.138], [3.877, -1.565, -0.667], [5.343, -2.575, -1.168], [3.734, -2.829, -1.826], [-4.029, 2.515, -7.005], [-3.540, 3.641, -6.059], [-2.480, 3.235, -5.123], [-2.286, 3.697, -3.828], [-1.215, 2.960, -3.282], [-0.553, 2.371, -4.383], [-1.356, 2.582, -5.452], [0.476, 1.384, -4.276], [-5.038, 2.693, -7.376], [-4.056, 1.588, -6.433], [-3.353, 2.444, -7.858], [-4.338, 4.006, -5.412], [-3.274, 4.467, -6.719], [-3.071, 4.296, -3.391], [-0.704, 2.983, -2.330], [-1.110, 2.174, -6.421], [0.758, 1.226, -3.235], [1.456, 1.620, -4.692], [-0.035, 0.482, -4.615]],
  "lumo_ev": [-18.89, -18.89],
  "homo_ev": [-21.71, -24.02],
  "total_charge": 10,
  "multiplicity": 2,
  "homo_lumo_gap_ev": [2.824, 5.128],
  "fmax_ev_per_a": 6.5,
  "s_squared": 0.768
}